Record 1
The following is a DFT calculation (ωB97M-V with the def2-TZVPD basis set) of a 3-piece molecular cluster, C16H34B2N3O10S overall.

Computed properties:
E = -54264.721 eV

```
! wB97M-V def2-TZVPD RIJCOSX def2/J DEFGRID3
* xyz -1 1
C -4.34 -0.29 0.02
C -4.38 -0.08 -1.47
C -3.42 -0.93 -2.52
O -2.31 -0.31 -3.00
O -3.72 -2.29 -2.98
C -3.77 -3.26 -1.87
C -2.37 -3.45 -1.04
C -1.02 -3.47 -1.98
C -0.03 -2.19 -1.70
C 1.49 -2.58 -1.23
C 1.77 -2.46 0.38
C 1.80 -0.93 0.96
C 1.48 -1.16 2.55
C -0.07 -1.52 2.92
N -1.06 -1.38 1.78
O 1.09 0.15 0.22
B 1.95 1.31 -0.16
B 0.88 2.57 -0.16
O 0.52 3.33 1.08
O 0.20 3.04 -1.42
C -1.28 2.92 -1.24
O 3.00 1.25 0.91
C 3.31 -0.22 0.93
S 4.61 -0.82 2.13
H -3.33 -0.66 0.52
H -5.25 -0.10 0.74
H -5.19 0.71 -1.85
H -4.58 -2.87 -1.08
H -4.14 -4.33 -2.20
H -2.38 -4.47 -0.43
H -2.36 -2.60 -0.21
H -0.45 -4.52 -1.92
H -1.35 -3.38 -3.12
H 0.07 -1.51 -2.67
H -0.59 -1.52 -0.89
H 2.35 -2.01 -1.83
H 1.64 -3.74 -1.51
H 0.99 -3.17 0.93
H 2.84 -2.94 0.62
H 2.13 -2.10 2.89
H 1.86 -0.24 3.20
H -0.11 -2.67 3.25
H -0.39 -0.92 3.89
H -1.14 -0.33 1.61
H -2.01 -1.72 2.08
H 2.49 1.20 -1.21
H 0.11 2.72 1.76
H -1.78 3.99 -1.32
H -1.54 2.38 -0.21
H -1.76 2.26 -2.09
H 3.80 -0.38 -0.14
H 4.91 0.18 3.10
C 4.37 2.89 6.17
N 5.30 1.86 5.64
O 6.41 1.77 6.18
O 4.89 1.16 4.71
H 4.85 3.42 6.99
H 4.13 3.57 5.35
H 3.47 2.37 6.53
C -1.22 3.83 -5.04
N -2.53 4.38 -5.48
O -2.54 5.06 -6.51
O -3.51 4.11 -4.77
H -0.45 4.14 -5.75
H -1.01 4.23 -4.04
H -1.31 2.74 -5.01
*
```

---

Record 2
The following is a DFT calculation (ωB97M-V with the def2-TZVPD basis set) of C16H34BHfNP2 as an isolated structure.

Computed properties:
E = -39164.888 eV
Energy relative to the best compared isomer or geometry (same formula, charge and spin) = 46.9 kJ/mol

```
! wB97M-V def2-TZVPD RIJCOSX def2/J DEFGRID3
* xyz 2 1
P 0.06 -2.01 -0.91
P 0.27 1.63 -2.17
C -0.22 -1.07 -2.57
C 0.59 0.15 -3.08
H -1.29 -0.84 -2.67
H -0.06 -1.86 -3.32
H 1.68 0.00 -3.12
H 0.31 0.41 -4.12
C -1.31 2.33 -2.68
H -1.67 3.14 -2.03
H -2.10 1.59 -2.74
H -1.19 2.79 -3.67
C 1.46 2.96 -2.17
H 1.20 3.70 -2.92
H 2.46 2.58 -2.36
H 1.46 3.45 -1.19
C -1.24 -3.21 -1.36
H -1.32 -3.97 -0.57
H -0.93 -3.67 -2.32
H -2.21 -2.71 -1.49
C 1.67 -2.67 -1.65
H 2.36 -1.84 -1.85
H 1.30 -3.03 -2.62
H 2.13 -3.51 -1.08
Hf 1.56 -2.62 1.04
C 0.48 2.26 1.71
C -0.81 2.70 1.71
C -1.84 2.30 0.73
C -2.46 0.89 0.92
C -2.03 0.19 -0.31
C -0.80 -0.43 0.14
C 0.51 0.35 0.13
C 0.95 0.90 1.46
C 3.15 -2.52 2.55
H 1.24 3.01 1.94
H -1.02 3.55 2.32
H -1.41 2.38 -0.30
H -2.67 3.02 0.85
H -2.07 0.42 1.86
H -3.56 0.87 1.06
H -2.65 -0.28 -1.11
H -0.91 -0.84 1.16
H 0.30 1.26 -0.62
H 1.42 -0.17 -0.27
H 0.53 0.29 2.26
H 2.07 0.87 1.51
H 3.59 -1.51 2.55
H 3.90 -3.33 2.46
H 2.58 -2.58 3.52
B -0.77 -0.60 4.58
C -0.03 -1.38 3.52
N 0.38 -2.09 2.63
H -1.89 -0.30 4.15
H -0.19 0.40 4.99
H -0.94 -1.34 5.52
*
```

---

Record 3
The following is a DFT calculation (ωB97M-V with the def2-TZVPD basis set) of a 2-piece molecular cluster, C16H34BrClINO5 overall.

Computed properties:
E = -119524.889 eV

```
! wB97M-V def2-TZVPD RIJCOSX def2/J DEFGRID3
* xyz 0 1
C 1.25 -1.59 3.06
O 2.24 -2.54 2.98
C 3.04 -2.39 1.82
C 2.74 -3.46 0.76
C 1.58 -3.14 -0.20
C 2.03 -2.36 -1.43
C 2.15 -0.84 -1.14
C 1.52 0.00 -2.25
C 1.37 1.48 -1.89
C 0.87 1.76 -0.46
C 0.16 3.12 -0.32
C -0.92 3.20 0.78
C -2.37 3.05 0.29
C -2.79 1.74 -0.37
N -3.73 0.99 0.52
Br -2.82 0.17 1.96
C -4.70 0.08 -0.20
C -4.38 -1.41 -0.21
C -5.05 -2.02 -1.48
I -3.54 -2.60 -2.90
H 0.42 -1.81 2.38
H 1.62 -0.59 2.83
H 0.85 -1.60 4.07
H 4.08 -2.52 2.11
H 2.97 -1.40 1.41
H 3.65 -3.63 0.20
H 2.53 -4.37 1.31
H 0.80 -2.56 0.29
H 1.11 -4.08 -0.48
H 2.96 -2.74 -1.82
H 1.23 -2.44 -2.15
H 1.68 -0.69 -0.19
H 3.20 -0.57 -1.09
H 0.55 -0.37 -2.59
H 2.19 -0.07 -3.10
H 2.33 1.97 -2.00
H 0.69 2.00 -2.55
H 0.31 0.91 -0.08
H 1.74 1.84 0.17
H 0.94 3.81 -0.03
H -0.22 3.48 -1.28
H -0.86 4.20 1.20
H -0.66 2.52 1.58
H -2.59 3.84 -0.42
H -3.01 3.25 1.16
H -1.98 1.12 -0.72
H -3.37 2.01 -1.25
H -4.31 1.71 0.94
H -4.87 0.40 -1.22
H -5.64 0.19 0.31
H -3.33 -1.64 -0.27
H -4.87 -1.88 0.63
H -5.70 -1.31 -1.98
H -5.62 -2.89 -1.23
O 5.90 2.43 1.15
Cl 4.51 2.13 0.91
O 3.92 3.16 0.08
O 3.79 2.06 2.16
O 4.40 0.86 0.22
*
```

---

Record 4
The following is a DFT calculation (ωB97M-V with the def2-TZVPD basis set) of a 4-piece molecular cluster, C16H34BrN2O18P2S3 overall.

Computed properties:
E = -178099.747 eV

```
! wB97M-V def2-TZVPD RIJCOSX def2/J DEFGRID3
* xyz -1 1
C 0.56 -0.86 1.62
C -0.74 -0.07 1.68
O -1.80 -0.90 1.13
C -0.74 1.22 0.86
P 0.05 2.83 1.48
C 1.79 2.24 0.74
C 2.25 2.94 -0.47
O 2.00 3.96 -0.97
Br 3.68 1.81 -1.48
C -1.66 3.40 2.28
C -2.45 2.57 3.24
O -2.00 2.04 4.23
N -3.88 2.55 3.00
C -4.63 2.53 4.25
C -4.26 1.43 2.14
O 0.65 1.95 3.00
N 0.86 2.65 4.11
O 1.31 1.98 4.99
P 0.85 4.90 2.26
C 2.68 4.95 2.06
O 0.41 5.81 0.91
H 0.32 -1.89 1.91
H 1.31 -0.45 2.28
H 0.93 -0.91 0.59
H -0.98 0.12 2.72
H -2.05 -1.51 1.83
H -0.33 0.99 -0.13
H -1.79 1.47 0.68
H -0.31 3.47 0.25
H 1.75 1.18 0.47
H 2.59 2.29 1.48
H -2.31 3.63 1.43
H -1.50 4.34 2.81
H -4.07 3.04 5.03
H -5.58 3.05 4.10
H -4.85 1.52 4.60
H -3.91 0.47 2.54
H -3.89 1.56 1.13
H -5.35 1.39 2.09
H 3.05 5.86 2.55
H 3.15 4.10 2.57
H 3.01 4.97 1.02
H -0.10 6.56 1.23
C 0.39 -4.77 5.90
C -0.83 -4.26 6.64
O -0.91 -2.89 6.25
S -0.41 -2.71 4.73
O -1.54 -2.72 3.86
O 0.55 -1.68 4.70
O 0.30 -4.15 4.62
H 1.32 -4.47 6.38
H 0.38 -5.85 5.75
H -0.72 -4.30 7.72
H -1.74 -4.78 6.33
C 3.25 -0.42 -4.37
C 3.84 -1.05 -5.62
O 3.83 -2.46 -5.32
S 2.56 -2.82 -4.43
O 1.52 -3.31 -5.27
O 2.99 -3.59 -3.32
O 2.19 -1.34 -4.01
H 3.96 -0.37 -3.56
H 2.81 0.55 -4.54
H 4.86 -0.75 -5.81
H 3.22 -0.87 -6.50
C -0.73 -3.66 -7.51
C 0.44 -3.85 -8.45
O -0.12 -3.58 -9.75
S -1.23 -2.45 -9.63
O -0.69 -1.18 -9.96
O -2.40 -2.92 -10.29
O -1.42 -2.52 -8.05
H -1.40 -4.52 -7.52
H -0.41 -3.44 -6.50
H 0.84 -4.86 -8.45
H 1.24 -3.14 -8.24
*
```

---

- Which formula does entry 3 have?
  C16H34BrClINO5

---

- Which of these has the lowest E?
  C16H34BrN2O18P2S3